A structure of composition C35H54AuBN6O at a distorted geometry, computed with the ωB97M-V functional and the def2-TZVPD basis.

CARTESIAN COORDINATES (ANGSTROEM)
Au 5.391 -0.026 18.214
C 4.251 3.384 18.262
C 5.571 3.896 18.869
C 6.746 3.994 17.897
C 6.036 3.063 20.029
C 6.551 3.452 21.302
C 6.718 2.283 22.035
C 7.268 2.237 23.419
C 6.888 1.062 24.317
C 6.941 3.600 24.039
N 6.404 1.199 21.216
N 5.955 1.709 20.019
B 6.431 -0.358 21.367
N 5.024 -0.994 21.140
N 4.376 -0.772 19.911
C 3.103 -1.254 19.988
C 2.902 -1.686 21.303
C 4.093 -1.537 21.989
C 4.244 -2.025 23.416
C 3.530 -1.040 24.382
C 5.608 -2.489 23.877
C 2.157 -1.262 18.835
C 2.158 0.053 18.028
C 2.349 -2.582 18.039
N 7.432 -1.042 20.407
N 7.058 -1.214 19.095
C 8.015 -1.874 18.415
C 9.028 -2.151 19.328
C 8.676 -1.609 20.545
C 9.560 -1.709 21.770
C 10.127 -0.371 22.143
C 8.962 -2.441 22.937
C 7.892 -2.248 16.988
C 8.932 -1.472 16.144
C 8.175 -3.757 16.794
H 4.061 3.777 17.260
H 4.275 2.290 18.173
H 3.404 3.680 18.912
H 5.439 4.913 19.319
H 6.953 3.036 17.429
H 6.505 4.727 17.136
H 7.648 4.346 18.427
H 6.830 4.426 21.623
H 8.383 2.227 23.264
H 5.810 1.020 24.497
H 7.231 0.119 23.879
H 7.410 1.138 25.268
H 5.869 3.828 23.945
H 7.186 3.537 25.114
H 7.504 4.429 23.609
H 6.835 -0.617 22.510
H 1.997 -2.068 21.683
H 3.565 -2.924 23.512
H 4.079 -0.092 24.419
H 2.525 -0.832 24.003
H 3.461 -1.422 25.397
H 6.372 -1.712 23.724
H 5.629 -2.757 24.933
H 5.947 -3.350 23.312
H 1.145 -1.403 19.277
H 2.869 0.037 17.220
H 1.178 0.205 17.589
H 2.331 0.917 18.682
H 3.324 -2.618 17.570
H 2.291 -3.401 18.745
H 1.561 -2.711 17.295
H 9.961 -2.626 19.092
H 10.414 -2.286 21.354
H 9.332 0.289 22.487
H 10.820 -0.435 22.962
H 10.629 0.138 21.340
H 8.122 -1.865 23.287
H 8.676 -3.466 22.691
H 9.628 -2.477 23.811
H 6.891 -2.010 16.602
H 9.883 -1.660 16.592
H 8.971 -1.800 15.125
H 8.724 -0.403 16.177
H 9.168 -4.034 17.129
H 7.462 -4.351 17.386
H 8.063 -4.063 15.740
C 6.487 2.012 14.123
C 5.968 0.844 14.883
O 6.057 0.884 16.117
C 5.317 -0.290 14.161
C 4.649 -1.240 14.952
C 4.135 -2.417 14.391
C 4.237 -2.644 13.023
C 4.875 -1.714 12.211
C 5.379 -0.519 12.780
H 6.841 2.805 14.816
H 5.737 2.407 13.401
H 7.335 1.691 13.465
H 4.570 -1.073 16.041
H 3.667 -3.201 15.001
H 3.855 -3.573 12.601
H 5.052 -1.885 11.169
H 5.862 0.199 12.130

## Properties
2S+1: 3
Relative energy (zero: lowest compared OMol25 entry of this formula, charge and spin) (eV): 0.000
Total charge: +2
Gap between HOMO and LUMO (alpha / beta) (eV): 9.01 / 4.99

A cluster of 3 separate species, C35H54BrF2N2O in total at a distorted geometry, computed with the ωB97M-V functional and the def2-TZVPD basis.

CARTESIAN COORDINATES (ANGSTROEM)
C 6.182 -1.173 0.440
C 6.993 0.027 -0.048
C 6.337 1.380 0.218
C 4.844 1.434 -0.163
C 4.364 2.851 -0.533
C 3.479 3.497 0.539
C 2.199 2.672 0.759
C 0.968 3.516 1.070
C 0.569 4.417 -0.131
C -0.725 3.992 -0.808
C -1.007 4.627 -2.171
C 0.136 4.439 -3.129
O 1.004 3.602 -2.968
Br 0.077 5.548 -4.709
N -0.695 2.503 -0.944
C -0.754 1.764 0.373
C -0.088 0.392 0.176
C -1.061 -0.804 0.322
C -0.684 -1.780 1.449
C 0.099 -3.013 0.973
C -0.784 -4.180 0.542
C -1.566 -3.931 -0.760
C -0.232 2.654 1.522
C 0.040 1.887 2.816
C -1.159 1.566 3.695
C -2.554 1.496 3.115
N -0.909 1.371 4.928
H 6.801 -2.064 0.382
H 5.285 -1.317 -0.155
H 5.927 -1.040 1.490
H 7.938 0.012 0.498
H 7.260 -0.073 -1.099
H 6.882 2.140 -0.340
H 6.425 1.625 1.277
H 4.688 0.757 -1.003
H 4.286 1.038 0.683
H 3.815 2.805 -1.475
H 5.236 3.479 -0.705
H 3.222 4.491 0.172
H 4.055 3.589 1.455
H 2.374 1.993 1.590
H 2.032 2.058 -0.128
H 1.192 4.179 1.904
H 1.405 4.441 -0.820
H 0.422 5.437 0.219
H -1.548 4.257 -0.150
H -1.856 4.102 -2.620
H -1.333 5.655 -2.055
H 0.144 2.262 -1.481
H -1.496 2.197 -1.493
H -1.810 1.593 0.555
H 0.310 0.332 -0.839
H 0.762 0.245 0.831
H -1.039 -1.365 -0.608
H -2.091 -0.467 0.430
H -1.609 -2.146 1.895
H -0.122 -1.286 2.241
H 0.824 -2.760 0.197
H 0.682 -3.372 1.823
H -1.486 -4.393 1.346
H -0.158 -5.058 0.393
H -0.917 -3.391 -1.451
H -2.438 -3.314 -0.550
H -1.864 -4.861 -1.228
H -1.020 3.374 1.751
H 0.620 0.981 2.670
H 0.658 2.538 3.433
H -3.285 1.349 3.903
H -2.615 0.678 2.399
H -2.821 2.432 2.625
H -1.752 1.151 5.452
F -3.085 -0.913 -2.901
C -1.774 -0.800 -3.167
C -1.025 -1.939 -3.381
C 0.328 -1.809 -3.660
C 0.918 -0.552 -3.714
C 0.149 0.581 -3.492
C -1.210 0.460 -3.222
H -1.500 -2.910 -3.329
H 0.924 -2.693 -3.837
H 1.974 -0.457 -3.926
H 0.599 1.565 -3.511
H -1.839 1.330 -3.065
F -3.442 -6.377 0.437
C -4.705 -5.975 0.685
C -4.962 -5.259 1.837
C -6.262 -4.843 2.088
C -7.279 -5.153 1.196
C -6.996 -5.877 0.046
C -5.699 -6.292 -0.218
H -4.156 -5.037 2.524
H -6.481 -4.279 2.985
H -8.292 -4.832 1.398
H -7.788 -6.124 -0.648
H -5.456 -6.853 -1.110

## Properties
Total charge: +1
Gap between HOMO and LUMO (eV): 7.90

A structure of composition C35H54F6N5O2Si2TeZr at a distorted geometry, computed with the ωB97M-V functional and the def2-TZVPD basis.

CARTESIAN COORDINATES (ANGSTROEM)
Zr -0.330 -0.459 0.214
C 0.452 2.010 2.626
N 1.017 3.073 1.820
C 1.714 4.047 2.620
C 0.129 3.542 0.835
C -0.402 4.827 0.870
C -1.311 5.249 -0.091
C -1.714 4.368 -1.075
C -1.158 3.096 -1.142
C -0.208 2.660 -0.226
N 0.555 1.449 -0.361
C 1.600 1.659 -1.293
C 1.411 2.190 -2.573
C 2.472 2.501 -3.410
C 3.775 2.291 -2.999
C 4.002 1.759 -1.736
C 2.945 1.443 -0.894
N 3.148 0.945 0.407
C 4.418 1.198 1.039
C 2.711 -0.420 0.599
H -0.219 2.408 3.403
H -0.126 1.335 1.990
H 1.248 1.442 3.107
H 1.075 4.531 3.380
H 2.533 3.544 3.141
H 2.139 4.819 1.979
H -0.105 5.512 1.654
H -1.701 6.259 -0.056
H -2.456 4.663 -1.808
H -1.464 2.433 -1.936
H 0.408 2.384 -2.921
H 2.270 2.923 -4.388
H 4.608 2.538 -3.646
H 5.020 1.598 -1.402
H 5.236 0.561 0.659
H 4.691 2.243 0.897
H 4.318 1.002 2.109
H 3.492 -1.147 0.325
H 2.440 -0.563 1.637
H 1.831 -0.610 -0.035
C -5.230 0.331 0.547
Si -3.436 0.757 1.045
C -3.100 -0.437 2.478
C -3.461 2.561 1.624
N -2.219 0.409 -0.122
C -2.500 0.311 -1.491
C -3.612 0.939 -2.055
C -4.022 0.708 -3.361
C -3.322 -0.207 -4.124
C -2.168 -0.781 -3.606
C -1.656 -0.467 -2.341
N -0.392 -0.891 -1.903
Si 0.668 -1.580 -3.088
C 0.171 -3.336 -3.670
C 2.513 -1.707 -2.663
C 0.815 -0.555 -4.699
H -5.787 -0.050 1.406
H -5.236 -0.439 -0.229
H -5.777 1.194 0.159
H -3.295 0.005 3.456
H -2.062 -0.757 2.438
H -3.726 -1.327 2.379
H -4.203 2.706 2.414
H -3.709 3.229 0.797
H -2.487 2.876 2.008
H -4.174 1.629 -1.436
H -4.890 1.224 -3.752
H -3.650 -0.469 -5.122
H -1.639 -1.504 -4.212
H 0.373 -4.077 -2.897
H 0.741 -3.615 -4.561
H -0.891 -3.405 -3.924
H 2.755 -2.500 -1.956
H 2.918 -0.764 -2.304
H 3.030 -1.941 -3.598
H -0.128 -0.129 -5.039
H 1.210 -1.183 -5.502
H 1.513 0.271 -4.547
C -0.573 -2.868 3.572
C 0.350 -1.637 3.510
O 0.348 -0.972 2.331
C 1.786 -2.131 3.911
F 2.177 -3.207 3.208
F 1.838 -2.510 5.212
F 2.737 -1.195 3.735
C -0.067 -0.668 4.686
F 0.958 0.061 5.185
F -0.989 0.215 4.284
F -0.604 -1.330 5.737
H -0.382 -3.458 2.682
H -1.610 -2.538 3.546
H -0.396 -3.459 4.469
C -2.276 -2.800 -0.330
O -1.221 -2.266 0.414
H -1.949 -3.089 -1.337
H -3.097 -2.080 -0.429
H -2.681 -3.693 0.164
C 3.128 -4.291 0.160
Te 1.162 -3.314 0.147
C 0.256 -5.210 0.635
H 3.189 -5.092 -0.577
H 3.335 -4.695 1.151
H 3.894 -3.551 -0.075
H 0.584 -5.538 1.620
H 0.529 -5.952 -0.111
H -0.823 -5.064 0.632

## Properties
Relative energy (zero: lowest compared OMol25 entry of this formula, charge and spin) (eV): 2.886
Total charge: -1
Gap between HOMO and LUMO (eV): 6.48

A structure of composition C35H54IrN8O3PS4, computed with the ωB97M-V functional and the def2-TZVPD basis.

CARTESIAN COORDINATES (ANGSTROEM)
Ir 0.659 1.773 0.458
S 4.086 2.701 3.288
C 2.868 2.342 2.263
S 1.191 2.087 2.694
S 2.973 2.078 0.549
N -4.049 4.271 -6.083
C -3.038 3.594 -5.417
C -1.706 3.996 -5.554
C -0.704 3.357 -4.853
C -1.017 2.304 -4.002
C -2.335 1.882 -3.873
C -3.340 2.526 -4.567
S 0.263 1.472 -3.126
O -0.218 0.149 -2.818
O 1.477 1.635 -3.871
N 0.377 2.205 -1.674
C 0.522 3.525 -1.461
N 0.586 4.519 -2.337
C 0.748 5.733 -1.816
C 0.871 5.991 -0.457
C 0.806 4.905 0.398
N 0.598 3.701 -0.105
H -3.767 4.788 -6.899
H -4.905 3.759 -6.219
H -1.462 4.817 -6.218
H 0.326 3.665 -4.956
H -2.571 1.031 -3.248
H -4.366 2.192 -4.465
H 0.796 6.547 -2.531
H 1.031 6.990 -0.083
H 0.920 4.971 1.473
O 0.788 -0.346 0.556
P 1.211 -1.684 1.132
C 2.691 -2.404 0.342
C 2.439 -3.016 -1.046
C 2.159 -1.976 -2.132
C 3.031 -0.721 -1.972
C 4.275 -1.025 -1.149
C 3.891 -1.414 0.280
C -0.199 -2.831 0.895
C 0.113 -4.338 1.106
C -0.670 -5.224 0.135
C -2.135 -4.802 0.068
C -2.284 -3.329 -0.383
C -0.940 -2.604 -0.430
C 1.415 -1.505 2.950
C 2.772 -0.956 3.425
C 3.834 -2.032 3.645
C 3.337 -3.146 4.560
C 2.050 -3.750 4.007
C 0.982 -2.672 3.848
H 2.948 -3.223 1.022
H 1.643 -3.762 -1.013
H 3.348 -3.571 -1.297
H 1.112 -1.676 -2.121
H 2.334 -2.441 -3.105
H 2.457 0.055 -1.459
H 3.291 -0.310 -2.947
H 4.926 -0.150 -1.100
H 4.856 -1.821 -1.627
H 3.654 -0.491 0.805
H 4.750 -1.856 0.788
H -0.895 -2.514 1.684
H -0.153 -4.624 2.126
H 1.179 -4.548 1.004
H -0.588 -6.264 0.456
H -0.227 -5.176 -0.863
H -2.581 -4.937 1.057
H -2.681 -5.463 -0.605
H -2.944 -2.805 0.314
H -2.758 -3.271 -1.364
H -1.074 -1.539 -0.622
H -0.349 -2.975 -1.267
H 0.689 -0.694 3.094
H 2.591 -0.445 4.376
H 3.144 -0.183 2.757
H 4.726 -1.560 4.061
H 4.137 -2.472 2.691
H 3.142 -2.740 5.559
H 4.102 -3.917 4.674
H 1.678 -4.539 4.665
H 2.259 -4.224 3.041
H 0.790 -2.243 4.838
H 0.034 -3.102 3.524
C -1.849 0.472 1.659
N -1.515 1.618 0.761
C -2.286 1.436 -0.504
N -3.715 1.344 -0.259
C -3.970 0.220 0.642
N -3.273 0.380 1.921
C -3.718 1.631 2.540
N -3.457 2.784 1.675
C -2.031 2.858 1.416
C -4.153 2.575 0.403
H -1.302 0.608 2.594
H -1.506 -0.435 1.170
H -1.913 0.542 -1.003
H -2.085 2.296 -1.141
H -3.630 -0.700 0.163
H -5.043 0.147 0.828
H -3.193 1.768 3.486
H -4.790 1.570 2.737
H -1.483 2.999 2.350
H -1.827 3.697 0.752
H -3.956 3.423 -0.256
H -5.226 2.516 0.592

## Properties
Relative energy (zero: lowest compared OMol25 entry of this formula, charge and spin) (eV): 0.213
Gap between HOMO and LUMO (eV): 7.84